## a
2 unconnected molecules or ions with the total composition C3H10N3O, computed with ωB97M-V/def2-TZVPD.

Computed properties:
Multiplicity: 1
Total charge: -1

The geometry in XYZ format:
```
17
Properties=species:S:1:pos:R:3:lowdin_charge:R:1
C 2.6305 1.0001 -0.2235 -0.244
C -1.6775 -0.3300 -0.6527 -0.147
C -0.2023 -1.7246 0.7955 -0.075
N 1.7152 0.0557 0.1690 -0.165
N -0.3916 -0.5758 -0.1023 -0.251
N 0.5560 0.2264 -0.3189 -0.017
O -2.4014 1.7854 0.5008 -0.434
H 3.5632 0.4839 -0.5573 0.054
H 2.2007 1.4918 -1.1518 0.065
H 2.7114 1.7563 0.6632 0.086
H -2.2198 0.5960 -0.0836 -0.036
H -1.6644 0.1426 -1.5739 0.033
H -2.4022 -1.1166 -0.6231 0.047
H -0.6613 -2.6480 0.3023 0.081
H 0.8751 -1.9760 1.0534 0.062
H -0.6876 -1.5820 1.8027 0.083
H -1.9441 2.4149 0.0004 -0.141
```

=====

## b
2 unconnected molecules or ions with the total composition C3H10N3O, computed with ωB97M-V/def2-TZVPD.

Computed properties:
Multiplicity: 1
Total charge: -1

The geometry in XYZ format:
```
17
Properties=species:S:1:pos:R:3:lowdin_charge:R:1
N 0.6240 1.9588 -1.6179 -0.052
C 0.3499 2.1975 -0.1613 -0.639
O 0.8234 1.2066 0.5890 -0.347
H 0.5554 2.8146 -2.1617 0.016
H 1.5875 1.6460 -1.6715 0.025
H 0.7814 3.1974 0.1349 0.061
H -0.7618 2.3471 -0.1270 0.063
C -1.8116 -0.9450 1.0384 -0.170
N 1.1642 -2.5615 -0.2084 0.051
C 0.1730 -1.6576 0.1316 -0.333
N -0.8722 -2.0183 0.7453 -0.054
H -1.4568 0.0293 0.6861 0.053
H -1.9672 -0.9046 2.1196 0.059
H -2.7736 -1.1581 0.5785 0.050
H 2.0772 -2.1403 -0.2705 0.067
H 1.1570 -3.3990 0.3549 0.064
H 0.3501 -0.6129 -0.1600 0.085
```

=====

Which one is most stable, and which one is least stable? b is the most stable of them, while a is the least stable.

=====

## a
A gas-phase ion, C8H10N3 (charge +1), computed with ωB97M-V/def2-TZVPD.

Computed properties:
Multiplicity: 1
Structure (SMILES): N/[NH+]=C1/NCc2ccccc21
Total charge: +1

The geometry in XYZ format:
```
21
Properties=species:S:1:pos:R:3:lowdin_charge:R:1
N 1.1198 -2.9509 -0.0399 0.059
N -0.0086 -2.3340 0.3801 0.014
C -0.3408 -1.0396 0.3572 -0.170
N -1.5317 -0.7360 0.9951 0.070
C -1.8163 0.6986 0.9341 -0.102
C -0.6706 1.1963 0.2153 -0.195
C -0.4197 2.4506 -0.1706 -0.017
C 0.7715 2.8440 -0.8217 0.003
C 1.5517 1.8033 -1.2583 -0.075
C 1.3321 0.5154 -0.8903 -0.014
C 0.2101 0.1418 -0.1605 -0.076
H 1.5384 -2.5771 -0.9256 0.128
H 1.0835 -3.9947 0.0051 0.137
H -0.6453 -2.8922 0.9166 0.164
H -2.2752 -1.5172 1.1151 0.207
H -1.6907 1.1574 1.9740 0.172
H -2.8119 0.9435 0.4244 0.174
H -1.2194 3.1800 -0.2279 0.133
H 0.8010 3.9125 -1.1123 0.136
H 2.4272 1.8612 -1.9389 0.135
H 2.1025 -0.1707 -1.2322 0.118
```

=====

## b
A gas-phase ion, C8H10N3 (charge +1), computed with ωB97M-V/def2-TZVPD.

Computed properties:
Multiplicity: 1
Total charge: +1

The geometry in XYZ format:
```
21
Properties=species:S:1:pos:R:3:lowdin_charge:R:1
C -1.9368 0.3253 1.9298 -0.018
C -2.1599 1.1708 0.8490 0.015
C -0.8621 -0.5393 1.9483 0.032
C 1.4742 -0.4582 -1.3807 0.312
C -1.2877 1.1640 -0.2396 -0.286
C 0.0029 -0.5059 0.8447 -0.296
C -1.4474 2.0309 -1.4338 0.001
C 2.9145 -2.0827 -0.4575 0.042
N 1.0722 -1.3203 0.7210 0.150
N 1.7665 -1.1881 -0.3666 -0.254
N -0.2589 0.3510 -0.1423 0.193
H -2.6218 0.3416 2.7640 0.125
H -2.9950 1.8528 0.8386 0.130
H -0.6771 -1.2393 2.7439 0.124
H 1.9121 0.2556 -2.0347 0.104
H -2.4540 1.9320 -1.8377 0.100
H -1.3037 3.0759 -1.1601 0.101
H -0.7247 1.7652 -2.2001 0.079
H 3.6103 -1.8334 0.3446 0.118
H 2.5729 -3.1083 -0.3074 0.121
H 3.4033 -1.9897 -1.4234 0.106
```

=====

Which one is most stable, and which one is least stable? a is the most stable of them, while b is the least stable.

=====

## a
A molecular structure, C32H28FI2IrN5O6S, computed with ωB97M-V/def2-TZVPD.

Computed properties:
Multiplicity: 2
<S²>: 0.934
Total charge: 0

The geometry in XYZ format:
```
76
Properties=species:S:1:pos:R:3:lowdin_spin:R:1
Ir -0.5329 -0.1239 0.8422 0.019
I 7.4452 -0.0969 0.5061 0.000
C 5.3877 0.1280 0.8814 0.002
C 4.9461 0.9480 1.9093 0.000
C 3.5924 1.0801 2.1242 0.001
I 2.8738 2.3589 3.6195 0.000
C 2.6041 0.4042 1.3538 -0.002
O 1.3528 0.5849 1.6452 -0.007
C 3.1106 -0.4199 0.3116 0.005
C 2.1828 -1.2289 -0.5489 0.039
N 1.0332 -0.3857 -0.9247 0.009
C 0.5279 -0.5944 -2.2850 0.001
C -0.9637 -0.4275 -2.3891 -0.002
C -1.6483 -0.8683 -3.5162 -0.001
C -3.0154 -0.6720 -3.5854 -0.001
C -3.6485 -0.0103 -2.5409 -0.001
C -2.8905 0.3879 -1.4560 -0.002
N -1.5783 0.1631 -1.3735 -0.019
C 4.4751 -0.5394 0.0903 0.003
H 5.6489 1.4844 2.5315 0.000
H 0.8091 -2.2551 0.7163 0.029
H 2.7334 -1.5174 -1.4498 0.002
H 1.2963 0.5900 -0.8252 0.001
H 0.8087 -1.5843 -2.6380 0.001
H 0.9843 0.1216 -2.9769 0.001
H -1.1102 -1.3715 -4.3092 0.000
H -3.5780 -1.0282 -4.4385 0.000
H -4.7094 0.1954 -2.5643 0.000
H -3.3449 0.8996 -0.6147 0.000
H 4.8183 -1.1874 -0.7077 0.001
O -0.8633 2.2812 0.5300 0.021
N -1.8933 2.2748 1.2400 0.000
O -2.5878 3.2523 1.4176 0.004
O -2.2013 1.1468 1.7849 0.000
S -0.4717 -1.6416 2.8356 0.001
C 0.5003 -0.9924 4.1419 0.001
C 1.7457 -1.5437 4.4394 0.002
C 2.4448 -1.1129 5.5551 0.000
C 1.9035 -0.1425 6.3862 0.001
C 0.6643 0.4091 6.0917 0.000
C -0.0349 -0.0061 4.9712 0.001
H 2.1413 -2.3265 3.8070 0.001
H 3.4158 -1.5380 5.7763 0.000
H 2.4507 0.1868 7.2600 0.000
H 0.2407 1.1680 6.7377 0.000
H -1.0002 0.4171 4.7261 0.000
O -3.7896 -5.0185 -4.5357 0.000
C -3.8964 -5.8825 -3.4419 0.000
N -3.9867 -5.1709 -2.1684 0.000
C -2.9843 -4.3311 -1.8269 0.000
O -1.9663 -4.2456 -2.5055 0.000
C -3.1695 -3.4811 -0.6089 0.000
C -4.2763 -3.4677 0.2339 -0.001
C -4.3251 -2.5360 1.2586 0.001
C -3.2846 -1.6356 1.4095 0.000
N -2.2132 -1.6687 0.6156 0.007
C -2.1535 -2.5723 -0.3523 0.000
H -2.9381 -4.5723 -4.4440 0.000
H -3.0391 -6.5577 -3.3846 0.000
H -4.8065 -6.4620 -3.5720 0.000
H -4.8665 -5.1467 -1.6866 0.000
H -5.0914 -4.1699 0.1139 0.000
H -5.1692 -2.4926 1.9314 0.000
H -3.2983 -0.8589 2.1618 0.000
H -1.2740 -2.5857 -0.9796 0.001
F 3.2450 -6.5027 0.1036 0.082
C 2.7523 -5.2523 0.1156 0.276
C 3.1731 -4.3644 1.1159 -0.003
C 2.7012 -3.0933 1.1328 0.218
C 1.7062 -2.5733 0.1467 0.064
C 1.3067 -3.6175 -0.8501 0.228
C 1.8227 -4.8737 -0.8593 0.003
H 3.8760 -4.7094 1.8637 -0.006
H 3.0207 -2.4118 1.9075 0.011
H 0.5569 -3.3665 -1.5905 0.013
H 1.5128 -5.5927 -1.6075 -0.006
```

=====

## b
A molecular structure, C32H28FI2IrN5O6S, computed with ωB97M-V/def2-TZVPD.

Computed properties:
Multiplicity: 2
<S²>: 0.755
Total charge: 0

The geometry in XYZ format:
```
76
Properties=species:S:1:pos:R:3:lowdin_spin:R:1
Ir 0.1461 0.1836 -0.1346 0.620
I 4.4267 -4.1721 -4.6839 0.002
C 2.9277 -3.2593 -3.5630 0.011
C 2.1048 -4.0255 -2.7483 -0.003
C 1.1121 -3.4034 -2.0110 0.010
I -0.0971 -4.5467 -0.7617 0.001
C 0.9055 -2.0124 -2.0631 -0.001
O -0.0814 -1.4868 -1.3486 0.076
C 1.7561 -1.2636 -2.8971 0.011
C 1.5894 0.2259 -3.0250 0.014
N 0.2585 0.6326 -2.5769 0.162
C -0.1044 1.9985 -2.8749 0.009
C -0.9501 2.5169 -1.7639 0.006
C -1.8008 3.6659 -2.0371 0.001
C -2.6241 4.1014 -1.0884 0.000
C -2.5999 3.4602 0.2571 0.000
C -1.1947 2.9194 0.5651 0.000
N -0.7741 2.0193 -0.5936 0.015
C 2.7508 -1.8912 -3.6337 -0.003
H 2.2358 -5.0972 -2.6855 0.000
H 1.7504 0.5270 -4.0667 0.009
H 2.3217 0.7673 -2.4197 0.004
H -0.4422 -0.0130 -2.9203 0.001
H -0.5723 2.1092 -3.8560 0.004
H 0.7976 2.6229 -2.8595 0.000
H -1.7874 4.0800 -3.0364 0.000
H -3.3343 4.8965 -1.2861 0.000
H -3.2986 2.6078 0.1994 0.000
H -1.2920 2.2693 1.4241 0.000
H 3.3848 -1.2940 -4.2781 0.000
O 2.2105 1.0728 0.0043 0.010
N 1.9213 1.4440 1.1799 0.004
O 2.6406 1.9679 1.9473 0.011
O 0.6678 1.1412 1.4997 0.025
S 0.1259 4.0968 0.7729 0.008
C -3.0903 4.3507 1.3735 0.000
C -3.8022 3.7903 2.4280 0.000
C -4.2381 4.5745 3.4861 0.000
C -3.9654 5.9348 3.4954 0.000
C -3.2490 6.4996 2.4495 0.000
C -2.8103 5.7116 1.3958 0.000
H -4.0228 2.7278 2.4143 0.000
H -4.7956 4.1249 4.2983 0.000
H -4.3079 6.5527 4.3157 0.000
H -3.0167 7.5569 2.4607 0.000
H -2.2108 6.1454 0.6047 0.000
O 5.4071 -5.8698 -0.9924 0.000
C 5.6133 -5.3992 0.3136 0.000
N 4.4329 -4.7937 0.8935 0.000
C 4.0919 -3.5229 0.5482 0.000
O 4.7748 -2.8246 -0.1762 0.000
C 2.8151 -3.0046 1.1454 0.000
C 2.1988 -3.5416 2.2635 0.000
C 1.0030 -2.9991 2.6977 0.000
C 0.4485 -1.9531 1.9925 -0.001
N 1.0509 -1.4216 0.9200 0.008
C 2.2237 -1.9194 0.5175 0.002
H 5.3965 -5.1093 -1.5870 0.000
H 6.4082 -4.6556 0.3493 0.000
H 5.8860 -6.2596 0.9196 0.000
H 3.7086 -5.4064 1.2294 0.000
H 2.6494 -4.3617 2.8081 0.000
H 0.4910 -3.3822 3.5683 0.000
H -0.4996 -1.5212 2.2729 0.000
H 2.7136 -1.4583 -0.3282 0.000
F -5.6235 -1.1725 1.5252 0.000
C -4.3567 -0.8959 1.1532 0.000
C -3.9747 -1.1311 -0.1509 0.000
C -2.6676 -0.8535 -0.5295 -0.002
C -1.7495 -0.3288 0.3777 -0.013
C -2.1782 -0.1101 1.6864 0.000
C -3.4779 -0.3947 2.0892 0.000
H -4.6915 -1.5325 -0.8549 0.000
H -2.3683 -1.0634 -1.5459 0.000
H -1.4908 0.2838 2.4285 0.000
H -3.8066 -0.2277 3.1064 0.000
```

=====

Which one is most stable, and which one is least stable? b is the most stable of them, while a is the least stable.

=====

## a
2 unconnected molecules or ions with the total composition C4H10NO2, computed with ωB97M-V/def2-TZVPD.

Computed properties:
Multiplicity: 1
Total charge: -1

The geometry in XYZ format:
```
17
Properties=species:S:1:pos:R:3:lowdin_charge:R:1
C -2.0466 0.6286 0.2950 -0.204
N -0.6124 0.9304 0.2398 -0.134
C -0.3555 1.4764 -1.1908 -0.598
O -1.2985 2.2545 -1.6659 -0.336
H -2.6731 1.4064 0.7783 0.067
H -2.1836 -0.3733 0.7645 0.044
H -2.4207 0.6002 -0.6959 0.036
H -0.4845 1.7824 0.7941 0.065
H -0.2026 0.4976 -1.7996 0.080
H 0.6658 1.9483 -1.1746 0.067
C 0.3845 -2.1812 0.3781 0.004
C 1.3519 -1.4257 0.9170 -0.275
O 2.6926 -1.7783 0.9085 -0.044
H -0.6468 -1.8680 0.1700 0.036
H 0.7693 -3.1117 -0.0903 0.056
H 1.2213 -0.5448 1.4792 0.071
H 3.0836 -1.6482 1.7594 0.065
```

=====

## b
A gas-phase ion, C4H10NO2 (charge -1), computed with ωB97M-V/def2-TZVPD.

Computed properties:
Multiplicity: 1
Structure (SMILES): N[C@@H](C[O-])CCO
Total charge: -1

The geometry in XYZ format:
```
17
Properties=species:S:1:pos:R:3:lowdin_charge:R:1
N -0.4689 -0.9839 -1.1218 0.001
C -0.3908 0.2643 -0.2893 -0.393
C -1.9353 0.7141 0.0803 -0.493
O -2.7323 0.4957 -0.9690 -0.351
C 0.4651 0.1324 0.9184 -0.192
C 1.9890 -0.0903 0.5597 -0.269
O 2.1636 -1.2111 -0.3297 -0.136
H -1.4970 -1.0817 -1.2315 0.060
H -0.2427 -0.6901 -2.0605 0.062
H -0.0789 1.0314 -0.9794 0.118
H -2.1670 0.2175 1.0554 0.072
H -1.8482 1.7948 0.4056 0.075
H 0.2057 -0.7506 1.5954 0.127
H 0.3729 1.1027 1.5252 0.126
H 2.6305 -0.3839 1.3640 0.083
H 2.2935 0.8412 0.0801 0.092
H 1.2408 -1.4024 -0.6029 0.017
```

=====

Which one is most stable, and which one is least stable? b is the most stable of them, while a is the least stable.

=====

## a
A molecular structure, C5H7N3O2, computed with ωB97M-V/def2-TZVPD.

Computed properties:
Multiplicity: 1
Total charge: 0

The geometry in XYZ format:
```
17
Properties=species:S:1:pos:R:3:lowdin_charge:R:1
C -3.9281 -2.1766 -0.2930 -0.030
C -2.7532 -1.2548 -0.3150 -0.275
C -2.7300 0.1099 -0.5568 -0.319
O -3.6777 1.0275 -0.7733 0.107
N -1.4283 0.4877 -0.6101 0.177
C -0.6844 -0.6335 -0.3541 -0.327
N -1.4638 -1.6738 -0.1350 0.166
C 0.7614 -0.6368 -0.4563 -0.157
N 1.6507 -1.1299 -1.1421 0.098
H -3.8959 -2.8777 -1.1391 0.085
H -3.9503 -2.7678 0.6338 0.083
H -4.8732 -1.6208 -0.3568 0.070
H -4.5570 0.6642 -0.6249 0.115
H -1.1088 1.4308 -0.8444 0.186
O 1.8920 -0.7240 1.0703 -0.221
H 2.5366 -1.2515 -0.0473 0.216
H 1.3440 -1.2183 1.6895 0.025
```

=====

## b
2 unconnected molecules or ions with the total composition C5H7N3O2, computed with ωB97M-V/def2-TZVPD.

Computed properties:
Multiplicity: 1
Total charge: 0

The geometry in XYZ format:
```
17
Properties=species:S:1:pos:R:3:lowdin_charge:R:1
C 0.7581 1.5539 -0.2444 -0.297
C 0.5776 0.0043 1.5134 -0.233
C 3.3479 -0.7433 -0.2058 -0.458
C 0.3176 2.7606 -0.5858 0.007
C -0.6160 -1.0061 -0.3367 -0.170
N 0.8937 1.1345 1.0591 0.062
N -0.0856 -1.0404 0.9041 -0.004
N -1.1612 -2.1587 -0.6663 0.055
O 2.7212 -1.6824 -0.0124 0.197
O 3.9894 0.1809 -0.4013 0.226
H 1.1089 0.8591 -1.0039 0.087
H 0.8472 -0.2055 2.5428 0.119
H -0.0808 3.4442 0.1440 0.048
H 0.2929 3.0727 -1.6142 0.041
H -0.1742 -1.8966 1.4686 0.134
H -1.6039 -2.2640 -1.5598 0.084
H -1.1555 -2.9824 -0.0566 0.100
```

=====

Which one is most stable, and which one is least stable? b is the most stable of them, while a is the least stable.

=====

## a
11 unconnected molecules or ions with the total composition C2H23O12, computed with ωB97M-V/def2-TZVPD.

Computed properties:
Multiplicity: 1
Total charge: -1

The geometry in XYZ format:
```
37
Properties=species:S:1:pos:R:3:lowdin_charge:R:1
C 15.9553 3.5594 -17.4644 -0.059
C 17.4086 3.5836 -17.6907 -0.811
O 18.0255 2.5565 -17.3167 -0.106
O 17.9843 4.6599 -18.0605 -0.115
H 15.5884 4.0440 -18.3692 0.067
H 15.7322 4.1521 -16.5773 0.074
H 15.4650 2.5862 -17.4394 0.064
O 18.1266 7.5408 -15.0140 -0.057
H 18.5149 7.1024 -15.7711 0.021
H 17.2106 7.6743 -15.2577 0.027
O 22.8078 5.1460 -18.4503 -0.060
H 22.7109 4.4143 -19.0598 0.026
H 21.9224 5.3043 -18.1229 0.026
O 17.6152 8.1563 -20.0302 -0.060
H 18.0483 7.3731 -19.6908 0.022
H 18.0506 8.8832 -19.5849 0.024
O 19.7599 -1.6157 -15.7297 -0.053
H 20.1265 -2.3999 -16.1382 0.028
H 20.1289 -0.8889 -16.2315 0.033
O 17.6267 0.9882 -13.9527 -0.057
H 18.2044 0.2409 -13.7973 0.019
H 17.7262 1.1786 -14.8854 0.012
O 19.2983 1.7754 -20.7930 -0.059
H 19.4522 2.4085 -20.0918 0.021
H 18.8105 1.0666 -20.3737 -0.001
O 17.7697 -1.0856 -19.2479 -0.051
H 16.8192 -1.1604 -19.1631 0.033
H 18.0241 -0.4685 -18.5618 0.023
O 20.0037 5.4836 -22.2339 -0.052
H 19.9827 5.8241 -23.1283 0.022
H 19.0929 5.5207 -21.9416 0.029
O 20.8573 3.8743 -15.1364 -0.058
H 20.2941 4.6205 -14.9314 0.023
H 20.2816 3.2553 -15.5854 0.014
O 16.2921 4.1875 -12.2331 -0.056
H 16.1608 3.5746 -12.9565 0.021
H 16.5036 3.6316 -11.4831 0.024
```

=====

## b
11 unconnected molecules or ions with the total composition C2H23O12, computed with ωB97M-V/def2-TZVPD.

Computed properties:
Multiplicity: 1
Total charge: -1

The geometry in XYZ format:
```
37
Properties=species:S:1:pos:R:3:lowdin_charge:R:1
C -0.2817 0.7010 -0.8988 -0.005
C 0.3042 -0.1596 0.2182 -0.679
O 1.2323 -0.9422 -0.1121 -0.048
O -0.3046 -0.1376 1.3271 -0.090
H -0.5636 1.7091 -0.5838 0.072
H -1.2133 0.2499 -1.2534 0.086
H 0.3999 0.7824 -1.7457 0.064
O 1.5418 1.4896 2.9253 -0.068
H 0.9249 0.8317 2.5632 -0.005
H 1.3185 2.2999 2.4599 0.022
O -3.2465 0.1948 1.0944 -0.068
H -3.1448 0.9789 1.6414 0.030
H -2.3335 -0.0277 0.8496 -0.018
O 3.4059 -2.4528 0.7932 -0.086
H 3.2043 -3.2665 1.2637 0.017
H 2.5325 -2.0639 0.6185 -0.026
O 1.1206 -2.3977 2.8451 -0.056
H 1.0220 -1.8488 2.0512 0.008
H 1.6038 -1.8331 3.4567 0.061
O -0.4988 5.2070 -0.3360 -0.067
H -0.0177 4.3828 -0.4519 0.000
H -1.4244 4.9467 -0.3265 0.032
O 0.6512 -2.2393 -2.6046 -0.057
H 0.7179 -1.8836 -1.6992 0.000
H 0.2681 -3.1152 -2.5064 0.032
O -1.4711 -1.6078 3.5802 -0.087
H -1.2541 -0.9671 2.8877 -0.017
H -0.7452 -2.2403 3.5225 -0.007
O -1.8814 -2.6645 0.1027 -0.035
H -1.1222 -2.1190 0.3478 0.004
H -1.7171 -2.9139 -0.8116 0.023
O 0.5820 3.7228 -2.7200 -0.054
H 1.0602 4.0965 -3.4661 0.041
H 1.1373 2.9952 -2.4168 0.032
O -0.5612 0.1267 -4.5957 -0.071
H -1.0503 0.7134 -4.0108 0.020
H -0.1961 -0.5483 -4.0089 -0.002
```

=====

Which one is most stable, and which one is least stable? b is the most stable of them, while a is the least stable.